No. 1
The following is a quantum chemistry calculation of an isolated molecule of C21H22Cl2FN5O, from the Open Molecules 2025 dataset.

```
! RIJCOSX wB97M-V def2-TZVPD def2/J DEFGRID3
* xyz 0 1
C -3.15 -0.37 -1.89
C -3.39 -0.27 -0.38
O -3.33 1.06 0.09
C -2.10 1.64 0.28
C -0.87 1.06 0.13
C 0.30 1.80 0.38
C 1.61 1.21 0.23
C 2.86 1.86 0.11
N 3.84 1.00 0.00
N 3.29 -0.21 0.04
C 4.06 -1.43 -0.03
C 4.85 -1.53 -1.34
C 6.06 -0.60 -1.34
N 6.90 -0.93 -0.20
C 6.21 -0.64 1.04
C 5.01 -1.58 1.16
C 1.95 -0.14 0.18
C 0.13 3.13 0.76
N -1.05 3.71 0.90
C -2.14 3.01 0.69
N -3.35 3.61 0.92
C -4.76 -0.82 -0.03
C -4.90 -2.10 0.50
Cl -3.52 -3.10 0.78
C -6.14 -2.63 0.83
C -7.28 -1.89 0.62
C -7.16 -0.62 0.08
F -8.27 0.10 -0.14
C -5.92 -0.09 -0.26
Cl -5.89 1.48 -0.97
H -2.18 0.04 -2.14
H -3.92 0.18 -2.43
H -3.18 -1.42 -2.19
H -2.64 -0.87 0.15
H -0.77 0.03 -0.19
H 3.06 2.91 0.09
H 3.32 -2.25 0.00
H 5.20 -2.56 -1.45
H 4.20 -1.29 -2.19
H 6.64 -0.75 -2.26
H 5.71 0.45 -1.31
H 7.76 -0.39 -0.25
H 6.89 -0.82 1.87
H 5.85 0.40 1.09
H 5.37 -2.61 1.18
H 4.47 -1.39 2.09
H 1.35 -1.02 0.24
H 0.98 3.76 0.96
H -3.33 4.61 0.99
H -4.16 3.18 0.49
H -6.20 -3.63 1.24
H -8.26 -2.27 0.87
*
```

Values from the calculation:
Molecular weight (Da): 450.34
ΔE to the lowest compared entry with this formula, charge and spin (kJ/mol): 2.3

***

No. 2
The following is a quantum chemistry calculation of a structure of composition C21H22Cl2N2O7W, from the Open Molecules 2025 dataset.

```
! RIJCOSX wB97M-V def2-TZVPD def2/J DEFGRID3
* xyz 2 1
W 0.19 0.25 0.60
O 2.48 -2.75 -0.38
C 2.06 -2.14 0.50
O 0.73 -1.43 0.30
C 2.52 -1.84 1.90
C 1.29 -1.78 2.84
C 1.72 -1.88 4.29
C 2.43 -0.52 4.51
C 2.22 0.17 3.17
O 0.93 -0.36 2.70
C 3.13 -0.39 2.07
C 3.00 0.48 0.83
O 3.77 0.55 -0.07
O 1.81 1.23 0.83
H 3.24 -2.61 2.17
H 0.45 -2.40 2.54
H 2.36 -2.74 4.46
H 0.84 -1.98 4.93
H 3.49 -0.62 4.73
H 1.96 0.05 5.31
H 2.17 1.25 3.21
H 4.18 -0.45 2.33
C 1.48 1.31 -3.26
C 0.49 1.41 -2.16
O 0.55 0.45 -1.26
C -0.49 2.35 -2.05
C -1.51 2.24 -1.10
C -2.72 3.09 -1.24
N -1.45 1.36 -0.09
N -2.63 1.25 0.63
C -2.54 0.31 1.50
O -1.37 -0.37 1.53
C -3.59 -0.05 2.43
C -4.75 0.71 2.50
C -5.76 0.36 3.38
C -5.60 -0.75 4.20
C -4.44 -1.52 4.13
C -3.44 -1.17 3.26
H 2.48 1.21 -2.84
H 1.43 2.17 -3.91
H 1.27 0.41 -3.84
H -0.56 3.12 -2.80
H -2.58 3.84 -2.01
H -2.96 3.57 -0.28
H -3.58 2.46 -1.49
H -4.86 1.58 1.85
H -6.66 0.95 3.43
H -6.39 -1.03 4.88
H -4.34 -2.39 4.77
H -2.54 -1.77 3.19
Cl -0.39 2.28 2.59
C 0.58 3.76 2.24
Cl 0.11 4.52 0.74
H 1.62 3.45 2.18
H 0.39 4.43 3.07
*
```

Values from the calculation:
Molecular weight (Da): 669.16
ΔE to the lowest compared entry with this formula, charge and spin (kJ/mol): 2.0

***

No. 3
The following is a quantum chemistry calculation of a structure of composition C21H22ClIN3O2PdS3 at a distorted geometry, from the Open Molecules 2025 dataset.

```
! RIJCOSX wB97M-V def2-TZVPD def2/J DEFGRID3
* xyz 3 1
Pd 0.17 -0.04 -0.18
Cl 5.22 -3.69 -3.59
C 3.75 -3.08 -3.03
C 2.56 -3.70 -3.39
C 1.34 -3.22 -2.96
I -0.48 -4.10 -3.48
C 1.23 -2.06 -2.13
O 0.11 -1.62 -1.76
C 2.47 -1.43 -1.72
N 2.37 -0.37 -0.89
C 3.47 0.26 -0.51
C 4.74 -0.13 -0.94
C 4.87 -1.23 -1.77
C 3.72 -1.92 -2.18
H 2.60 -4.59 -4.01
H 3.37 1.10 0.16
H 5.61 0.41 -0.62
H 5.85 -1.56 -2.09
C -1.26 2.68 4.06
C -2.24 3.23 3.02
S -2.37 2.20 1.53
C -1.10 2.90 0.39
C 0.25 3.02 1.04
S 0.72 1.38 1.73
C 2.09 1.92 2.83
C 1.58 2.33 4.21
S 0.29 3.64 4.23
H -1.00 1.64 3.84
H -1.73 2.71 5.04
H -2.04 4.25 2.72
H -3.25 3.19 3.43
H -1.45 3.86 0.02
H -1.07 2.19 -0.46
H 0.25 3.73 1.87
H 1.00 3.33 0.31
H 2.62 2.74 2.34
H 2.76 1.07 2.95
H 2.41 2.77 4.76
H 1.20 1.48 4.76
N -6.74 -1.73 -1.78
C -6.09 -1.86 -0.63
O -6.57 -2.28 0.39
C -4.62 -1.40 -0.59
C -3.88 -1.78 0.53
C -2.57 -1.32 0.65
N -2.02 -0.53 -0.27
C -2.71 -0.20 -1.35
C -4.03 -0.60 -1.55
H -7.70 -2.02 -1.81
H -6.32 -1.42 -2.65
H -4.32 -2.41 1.29
H -1.98 -1.58 1.52
H -2.21 0.42 -2.09
H -4.54 -0.27 -2.44
*
```

Values from the calculation:
Molecular weight (Da): 713.40
ΔE to the lowest compared entry with this formula, charge and spin (kJ/mol): 304.6

***

No. 4
The following is a quantum chemistry calculation of a structure of composition C21H22FeNO3 at a distorted geometry, from the Open Molecules 2025 dataset.

```
! RIJCOSX wB97M-V def2-TZVPD def2/J DEFGRID3
* xyz 1 5
O 4.04 -3.93 -0.74
C 3.68 -2.85 -0.99
Fe 3.47 -1.16 -1.43
C 4.57 -0.60 -0.15
O 5.46 -0.51 0.58
C 4.63 -1.26 -2.68
O 5.63 -1.48 -3.24
C 0.88 -0.84 0.04
C 0.61 -1.90 -0.98
C 1.62 -1.81 -2.12
C 1.86 -0.50 -2.64
C 2.12 0.47 -1.65
C 1.92 0.05 -0.28
H 0.73 -1.15 1.09
H 0.59 -2.92 -0.56
H -0.41 -1.74 -1.39
H 1.66 -2.67 -2.80
H 1.97 -0.30 -3.71
H 2.46 1.48 -1.89
H 2.30 0.72 0.50
C 0.86 0.38 4.83
C 1.30 1.38 3.96
C 0.71 1.53 2.70
C -0.32 0.66 2.29
C -0.78 0.68 0.90
C -2.02 0.15 0.53
N -2.79 0.65 -0.44
C -4.07 0.04 -0.79
C -4.63 0.90 -1.93
C -3.65 2.06 -2.15
C -2.51 1.90 -1.13
C -0.79 -0.32 3.19
C -0.19 -0.47 4.44
H 1.32 0.26 5.81
H 2.11 2.05 4.25
H 1.04 2.32 2.02
H -0.37 1.48 0.27
H -2.39 -0.76 1.02
H -3.94 -1.01 -1.08
H -4.75 0.05 0.08
H -4.72 0.29 -2.83
H -5.63 1.26 -1.67
H -3.24 2.04 -3.16
H -4.14 3.02 -2.00
H -2.49 2.75 -0.43
H -1.53 1.87 -1.63
H -1.61 -0.97 2.89
H -0.54 -1.26 5.11
*
```

Values from the calculation:
Molecular weight (Da): 392.26
ΔE to the lowest compared entry with this formula, charge and spin (kJ/mol): 61.4

***

No. 5
The following is a quantum chemistry calculation of a structure of composition C21H22MnN2O7P2S3 at a distorted geometry, from the Open Molecules 2025 dataset.

```
! RIJCOSX wB97M-V def2-TZVPD def2/J DEFGRID3
* xyz 0 6
Mn 0.42 0.49 0.57
S 1.73 -0.94 2.62
C 1.69 0.70 3.01
N 0.80 1.52 2.48
C 0.99 2.84 2.88
C 0.23 3.93 2.47
C 0.58 5.19 2.91
C 1.67 5.38 3.76
C 2.42 4.30 4.20
C 2.06 3.03 3.76
S 2.82 1.50 4.10
H -0.60 3.78 1.80
H 0.00 6.05 2.60
H 1.95 6.38 4.08
H 3.26 4.44 4.87
N 2.78 2.84 -2.46
C 1.71 1.78 -2.64
C 1.25 1.64 -4.08
P 0.39 2.26 -1.45
O -0.15 3.61 -2.17
O 1.17 2.62 -0.22
O -0.73 1.27 -1.29
P 2.59 0.26 -1.96
O 2.38 -0.79 -3.16
O 4.01 0.74 -1.90
O 1.95 -0.30 -0.72
H 2.83 3.53 -3.20
H 3.67 2.24 -2.31
H 2.58 3.30 -1.55
H 0.88 2.59 -4.46
H 0.44 0.91 -4.11
H 2.06 1.28 -4.72
H -1.11 3.56 -2.30
H 2.63 -1.68 -2.85
O -1.28 -0.74 1.32
S -1.30 -2.20 1.66
C -2.98 -2.74 1.24
C -3.81 -1.86 0.57
C -5.10 -2.27 0.25
C -5.54 -3.54 0.62
C -4.69 -4.40 1.31
C -3.40 -4.00 1.62
C -0.57 -3.07 0.24
C -0.57 -2.43 -0.99
C -0.06 -3.10 -2.09
C 0.45 -4.39 -1.95
C 0.45 -5.01 -0.71
C -0.06 -4.35 0.39
H -3.45 -0.88 0.30
H -5.77 -1.60 -0.27
H -6.55 -3.85 0.39
H -5.04 -5.38 1.60
H -2.74 -4.66 2.17
H -0.97 -1.43 -1.10
H -0.06 -2.62 -3.06
H 0.84 -4.91 -2.82
H 0.85 -6.01 -0.60
H -0.05 -4.82 1.37
*
```

Values from the calculation:
Molecular weight (Da): 627.50
ΔE to the lowest compared entry with this formula, charge and spin (kJ/mol): 0.0

***

No. 6
The following is a quantum chemistry calculation of an isolated molecule of C21H22N2O3 at a distorted geometry, from the Open Molecules 2025 dataset.

```
! RIJCOSX wB97M-V def2-TZVPD def2/J DEFGRID3
* xyz 0 1
C -2.85 -2.23 1.76
C -1.58 -2.54 0.98
C -0.60 -1.41 0.97
N -1.03 -0.24 1.42
C -0.23 0.81 1.44
O -0.73 1.99 1.82
C -2.15 2.03 1.92
C -2.85 1.41 0.71
O -3.94 0.91 0.83
C -2.11 1.46 -0.57
C -2.28 0.39 -1.45
C -1.54 0.32 -2.62
C -0.64 1.33 -2.93
C -0.50 2.42 -2.08
C -1.23 2.49 -0.91
C 1.11 0.75 1.01
C 1.91 1.90 1.01
N 2.56 2.85 0.99
C 1.57 -0.48 0.51
C 0.71 -1.57 0.49
C 1.15 -2.87 -0.12
O 2.50 -2.92 -0.50
C 3.02 -1.72 -1.08
C 4.47 -2.05 -1.43
C 2.26 -1.30 -2.34
C 2.96 -0.61 -0.02
H -3.52 -3.09 1.73
H -3.36 -1.37 1.34
H -2.61 -2.01 2.79
H -1.82 -2.79 -0.05
H -1.09 -3.42 1.41
H -2.41 3.09 2.01
H -2.49 1.50 2.82
H -2.98 -0.39 -1.19
H -1.67 -0.52 -3.29
H -0.06 1.28 -3.83
H 0.19 3.21 -2.33
H -1.11 3.34 -0.25
H 1.03 -3.68 0.60
H 0.50 -3.09 -0.98
H 4.50 -2.80 -2.21
H 4.98 -2.44 -0.56
H 4.99 -1.15 -1.77
H 2.79 -0.50 -2.84
H 2.17 -2.15 -3.01
H 1.26 -0.94 -2.09
H 3.31 0.34 -0.43
H 3.63 -0.88 0.81
*
```

Values from the calculation:
Molecular weight (Da): 350.42
ΔE to the lowest compared entry with this formula, charge and spin (kJ/mol): 198.4

***

No. 7
The following is a quantum chemistry calculation of an isolated molecule of C21H22N2O4S at a distorted geometry, from the Open Molecules 2025 dataset.

```
! RIJCOSX wB97M-V def2-TZVPD def2/J DEFGRID3
* xyz 0 1
C -1.31 -2.58 -0.99
C -2.42 -1.69 -1.08
C -2.88 -1.20 -2.27
C -3.73 -2.03 -0.07
O -3.78 -3.42 -0.07
N -4.41 -1.27 0.58
C -4.24 0.08 0.82
C -5.25 0.92 0.74
C -5.06 2.49 0.87
C -3.94 2.74 0.37
C -2.89 1.83 -0.01
C -2.98 0.63 0.17
N -2.04 -0.41 -0.13
C -0.76 -0.16 0.18
O 0.22 -0.41 -0.80
C -0.40 0.78 1.20
O 0.88 1.33 1.09
C 1.21 1.95 0.10
O 0.32 2.76 -0.35
C 2.65 2.27 -0.19
C 2.89 1.47 -1.21
S 4.83 1.21 -1.56
C 4.96 -0.08 -0.12
C 3.93 -0.81 0.33
C 4.19 -1.66 1.53
C 5.62 -1.92 1.74
C 6.58 -1.30 1.19
C 6.32 -0.23 -0.18
H -0.44 -2.28 -1.78
H -1.68 -3.40 -1.45
H -0.84 -2.82 -0.14
H -3.63 -0.51 -2.19
H -3.31 -1.87 -2.95
H -2.28 -0.59 -2.84
H -5.36 -1.64 1.22
H -6.32 0.45 1.28
H -5.96 2.80 1.14
H -3.89 3.93 0.19
H -1.79 2.31 -0.40
H -0.30 0.00 2.12
H -1.10 1.77 1.52
H 3.23 1.99 0.73
H 2.88 3.31 -0.33
H 2.42 0.41 -1.33
H 2.69 2.04 -2.14
H 2.97 -0.67 0.27
H 3.43 -2.32 2.00
H 5.91 -2.61 2.40
H 7.68 -1.75 1.24
H 7.19 0.15 -0.47
*
```

Values from the calculation:
Molecular weight (Da): 398.48
ΔE to the lowest compared entry with this formula, charge and spin (kJ/mol): 1834.7

***

No. 8
The following is a quantum chemistry calculation of a structure of composition C21H22N3PdS2Se at a distorted geometry, from the Open Molecules 2025 dataset.

```
! RIJCOSX wB97M-V def2-TZVPD def2/J DEFGRID3
* xyz 1 1
Pd -0.01 0.27 -0.27
C 1.47 -2.17 0.63
N 1.40 -0.77 1.13
C 0.68 -0.65 2.41
C -0.72 -1.22 2.32
N -1.51 -0.62 1.20
C -2.31 0.53 1.68
C -2.38 -1.61 0.57
C -3.33 -2.29 1.32
C -4.16 -3.22 0.72
C -4.04 -3.49 -0.63
C -3.10 -2.82 -1.39
C -2.26 -1.87 -0.79
S -1.10 -1.06 -1.83
C 2.74 -0.21 1.19
C 3.68 -0.69 2.10
C 4.96 -0.17 2.12
C 5.31 0.83 1.23
C 4.39 1.30 0.31
C 3.09 0.79 0.29
S 1.98 1.44 -0.89
H 1.91 -2.83 1.38
H 2.09 -2.18 -0.26
H 0.48 -2.54 0.37
H 0.65 0.41 2.66
H 1.21 -1.17 3.22
H -1.22 -1.02 3.27
H -0.68 -2.30 2.18
H -2.88 0.27 2.57
H -2.99 0.85 0.90
H -1.64 1.36 1.93
H -3.43 -2.09 2.38
H -4.91 -3.73 1.32
H -4.67 -4.23 -1.11
H -2.99 -3.01 -2.45
H 3.41 -1.49 2.78
H 5.68 -0.55 2.83
H 6.31 1.24 1.24
H 4.67 2.08 -0.39
Se -1.19 2.40 -0.78
C -0.72 3.04 -2.50
C -1.16 2.42 -3.66
C -0.88 3.05 -4.87
N -0.21 4.20 -4.95
C 0.21 4.77 -3.83
C -0.01 4.22 -2.57
H -1.72 1.50 -3.64
H -1.21 2.62 -5.81
H 0.76 5.70 -3.94
H 0.36 4.71 -1.68
*
```

Values from the calculation:
Molecular weight (Da): 565.94
ΔE to the lowest compared entry with this formula, charge and spin (kJ/mol): 97.2

***

No. 9
The following is a quantum chemistry calculation of a structure of composition C21H22N4O3S at a distorted geometry, from the Open Molecules 2025 dataset.

```
! RIJCOSX wB97M-V def2-TZVPD def2/J DEFGRID3
* xyz 0 1
C 6.91 2.73 0.10
C 5.62 2.46 0.55
H 4.92 3.33 0.20
H 5.51 2.40 1.62
O 5.04 1.03 -0.11
C 3.73 0.74 0.46
O 2.99 1.37 1.29
C 3.38 -0.46 -0.28
C 2.15 -1.03 0.16
C 1.83 -2.32 -0.27
C 2.53 -2.73 -1.18
C 3.68 -2.26 -1.70
C 4.22 -1.33 -1.20
H 5.15 -0.61 -1.36
H 4.39 -2.89 -2.44
H 2.20 -3.91 -1.47
N 0.61 -2.95 0.25
C -0.14 -3.92 -0.19
O 0.35 -4.51 -1.22
C -1.46 -4.03 0.58
H -1.88 -5.06 0.11
H -1.44 -3.88 1.70
S -2.72 -2.77 0.00
C -2.40 -1.51 1.17
N -1.27 -1.27 1.50
N -1.28 -0.25 2.40
C -2.47 0.12 2.07
N -3.12 -0.32 1.14
C -4.48 -0.23 0.61
C -4.17 0.82 -0.49
C -4.90 2.17 -0.56
C -4.73 3.01 -1.59
C -3.76 2.86 -2.47
C -3.11 1.50 -2.57
C -3.33 0.58 -1.58
H -2.71 -0.08 -1.60
H -2.35 1.46 -3.51
H -3.62 3.60 -2.97
H -5.27 4.01 -1.40
H -5.74 2.36 0.39
H -4.67 -1.21 0.20
H -5.27 0.21 1.48
C -3.07 1.56 2.60
H -3.98 1.35 3.10
H -2.35 2.07 3.19
H -2.94 2.23 1.72
H 0.20 -2.34 0.97
H 1.72 -0.67 1.02
H 6.87 2.84 -1.17
H 7.09 3.75 0.44
H 7.56 1.99 0.29
*
```

Values from the calculation:
Molecular weight (Da): 410.50
ΔE to the lowest compared entry with this formula, charge and spin (kJ/mol): 1673.0

***

Question: Look up the molecular weight of the first one.
Answer: 450.34 Da

***

Question: Number 9 is which compound?
Answer: C21H22N4O3S

***

Question: Among the records above, which one has the lowest ΔE to the lowest compared entry with this formula, charge and spin?
Answer: C21H22MnN2O7P2S3

***

Question: The lowest ΔE to the lowest compared entry with this formula, charge and spin belongs to which entry?
Answer: C21H22MnN2O7P2S3